No. 1
{"formula": "C47H38AsLuO5P2", "method": "ωB97M-V/def2-TZVPD", "symbols": ["Lu", "O", "C", "O", "C", "O", "O", "O", "C", "C", "C", "C", "C", "C", "C", "P", "C", "C", "C", "C", "C", "C", "C", "C", "C", "C", "C", "C", "H", "H", "H", "H", "H", "H", "H", "H", "H", "H", "H", "H", "H", "H", "C", "C", "As", "C", "C", "C", "C", "C", "C", "C", "C", "C", "C", "C", "C", "P", "C", "C", "C", "C", "C", "C", "C", "C", "C", "C", "C", "C", "H", "H", "H", "H", "H", "H", "H", "H", "H", "H", "H", "H", "H", "H", "H", "H", "H", "H", "H", "H", "H", "H", "H", "H"], "xyz": [[0.2480, 0.8139, -1.7888], [3.8606, 0.9559, -3.9014], [2.7658, 1.1113, -3.3688], [2.0771, 0.2942, -2.6573], [1.9443, 2.4258, -3.6840], [2.2665, 3.2716, -4.4858], [0.8529, 2.4196, -2.9619], [-1.8170, 0.9536, -0.8987], [-1.9008, 0.2956, -1.9690], [-2.7679, -0.8785, -2.2022], [-4.1499, -0.8671, -2.2119], [-4.8216, -2.0276, -2.5153], [-4.0888, -3.2523, -2.6208], [-2.7071, -3.2549, -2.5096], [-2.0390, -2.0379, -2.5007], [-0.2850, -1.8790, -2.8179], [-0.1427, -1.8712, -4.6169], [1.1560, -1.5357, -5.0717], [1.4965, -1.5730, -6.4122], [0.4992, -1.9406, -7.3503], [-0.7787, -2.2611, -6.9340], [-1.0938, -2.1944, -5.5984], [0.3493, -3.5153, -2.4628], [0.5011, -4.5384, -3.3762], [0.8482, -5.8290, -2.9627], [0.7341, -6.0888, -1.5924], [0.4797, -5.0448, -0.6673], [0.3930, -3.7550, -1.1026], [-4.6612, 0.0391, -1.9459], [-5.9139, -2.0323, -2.6294], [-4.5562, -4.2399, -2.7910], [-2.0561, -4.1253, -2.5998], [1.9506, -1.3331, -4.2976], [2.5292, -1.4471, -6.6483], [0.7632, -2.0751, -8.4112], [-1.5075, -2.5979, -7.6797], [-2.0796, -2.4261, -5.2200], [0.4350, -4.2838, -4.4032], [1.1358, -6.5742, -3.7126], [0.9611, -7.0582, -1.2127], [0.5283, -5.2588, 0.3984], [0.2624, -3.0104, -0.3494], [-0.0005, 1.2133, 2.0065], [-0.6604, -0.1365, 2.2257], [-2.1800, -0.0984, 3.4925], [-3.2696, 1.3779, 2.8526], [-4.5293, 1.1433, 2.2714], [-5.4036, 2.2194, 2.0540], [-5.0728, 3.5453, 2.3800], [-3.7653, 3.7533, 2.8324], [-2.9285, 2.7060, 3.1134], [-1.1549, 0.7432, 4.9772], [-1.8192, 1.4274, 5.9581], [-1.0940, 1.8242, 7.0578], [0.2472, 1.7934, 7.0546], [0.9598, 1.2092, 6.0453], [0.2347, 0.5854, 5.0339], [1.3019, 1.3071, 0.7324], [2.6488, 0.2724, 1.3290], [3.2309, 0.4103, 2.5760], [4.2205, -0.4918, 2.9859], [4.6060, -1.5186, 2.1159], [4.0188, -1.6503, 0.8552], [3.0258, -0.7688, 0.4603], [1.9705, 2.9560, 0.8593], [3.1805, 3.1675, 0.1970], [3.8373, 4.4014, 0.2586], [3.2600, 5.4083, 1.0040], [2.0737, 5.2064, 1.6480], [1.3543, 3.9996, 1.5549], [0.3414, 1.6687, 2.9208], [-0.7416, 1.9214, 1.6088], [0.1262, -0.8255, 2.6360], [-0.9510, -0.4905, 1.2555], [-4.7749, 0.0819, 2.0819], [-6.3656, 1.9171, 1.5879], [-5.7684, 4.3428, 2.1797], [-3.4059, 4.7764, 3.0248], [-1.9609, 2.8500, 3.5943], [-2.8855, 1.5822, 5.8832], [-1.6505, 2.3122, 7.9017], [0.7966, 2.2390, 7.8695], [2.0652, 1.2295, 5.9875], [0.7398, 0.0496, 4.2591], [3.0209, 1.2724, 3.2199], [4.6902, -0.4323, 3.9484], [5.3592, -2.2472, 2.4712], [4.4838, -2.4180, 0.1698], [2.6847, -0.8458, -0.5554], [3.6425, 2.4046, -0.3823], [4.6995, 4.5524, -0.3121], [3.7967, 6.3147, 1.1606], [1.6984, 6.0263, 2.2126], [0.3956, 3.9383, 2.0883]], "forces_ev_per_a": [[0.986, 0.677, -1.200], [-1.184, -0.323, 1.117], [1.508, 1.199, -2.267], [0.882, -1.220, 0.652], [0.248, 0.226, -0.205], [-0.019, -0.643, 0.556], [-0.957, 0.540, 0.380], [-1.207, -0.481, 0.120], [0.504, -0.340, -0.141], [0.050, 0.675, 0.018], [0.070, -0.166, 0.319], [-0.104, -1.811, -0.163], [-0.687, -0.005, 0.187], [0.295, 0.387, -0.910], [-0.839, 0.093, 0.641], [0.696, 0.614, -0.342], [0.813, 0.843, -1.604], [0.498, -0.214, 1.341], [-1.442, -0.717, -0.064], [1.364, -0.071, -0.166], [-0.017, 0.003, -0.736], [-0.291, 0.014, 1.912], [-0.702, 0.313, 0.353], [0.788, -0.228, 0.350], [-0.667, 0.388, 0.556], [0.402, 0.875, -0.177], [0.986, -1.531, -0.206], [-0.207, -0.879, 0.261], [-0.261, 0.266, -0.127], [0.547, -0.057, 0.121], [-0.119, 0.888, 0.160], [-0.692, -0.203, 0.016], [-0.881, -0.072, -1.020], [0.382, 0.323, -0.530], [-0.113, 0.263, 0.584], [0.169, 0.234, 0.420], [-0.280, -0.129, -0.305], [0.007, 0.006, -0.892], [-0.254, 0.141, 0.518], [-0.016, -0.633, 0.195], [-0.233, -0.063, -0.192], [-0.033, 0.820, 0.152], [-0.528, 0.950, -0.493], [1.440, 0.205, 0.383], [0.326, -0.661, 0.213], [-0.642, 0.718, -0.049], [0.804, -0.153, 0.604], [-0.688, -0.887, -0.453], [0.811, -1.515, -0.639], [-0.628, 1.513, 0.292], [0.907, -0.938, 0.221], [0.132, -0.638, -1.549], [-0.294, -0.524, 0.233], [-2.797, 1.657, 1.312], [2.123, 0.447, 1.242], [0.644, -0.829, -1.327], [-0.248, 0.491, 0.425], [-0.367, -0.538, 0.448], [-0.394, -0.791, -0.875], [0.873, 0.136, 0.697], [-0.479, -0.352, -0.999], [0.004, -0.264, 0.571], [1.376, -0.857, -0.150], [0.816, 0.032, 0.592], [-0.223, 0.567, 0.160], [0.266, 1.308, 0.230], [-1.827, -1.129, 0.319], [0.749, -0.377, 0.014], [-1.050, -0.632, 0.008], [0.781, 0.747, 0.293], [0.289, 0.089, 0.359], [-0.131, -0.125, 0.048], [-0.922, 0.225, -0.394], [-0.537, -0.587, -0.387], [-0.306, 0.845, -0.125], [0.538, 0.712, 0.481], [0.011, 0.162, 0.080], [-0.287, -0.510, -0.036], [-0.183, 0.441, -0.187], [-0.122, 0.019, 0.159], [0.715, -0.510, -0.811], [-0.005, 0.070, 0.214], [-0.805, -0.100, 0.298], [0.326, -0.197, -0.161], [-0.244, -0.334, -0.263], [0.073, 0.231, 0.311], [-0.424, 0.553, -0.439], [-1.017, 0.906, 0.677], [-0.454, 0.159, -0.255], [0.169, -0.744, -0.355], [1.305, 0.195, -0.582], [0.166, 0.708, -0.103], [-0.520, 0.388, 0.464], [0.483, -0.285, -0.395]], "mulliken_charge": [1.77, -0.71, 0.71, -0.25, 0.51, -0.65, -1.02, -0.44, -0.64, 0.17, -0.38, -0.77, -0.45, -0.57, 0.02, 1.62, -0.17, -0.10, -0.80, -0.41, -0.73, 0.00, -0.23, 0.09, -0.80, -0.45, -0.86, -0.41, 0.56, 0.39, 0.38, 0.36, 0.13, 0.48, 0.33, 0.39, 0.39, 0.43, 0.41, 0.41, 0.42, 0.68, -1.00, -1.66, 0.31, 0.31, -0.60, -0.45, -0.63, -0.63, 0.12, 0.06, -0.34, -0.57, -0.43, -0.63, -0.28, 0.80, 0.49, -0.29, -0.86, -0.48, -0.75, -0.11, 0.53, -0.90, -0.80, -0.53, -0.72, -0.26, 0.92, 0.53, 0.41, 0.55, 0.34, 0.33, 0.42, 0.37, 0.37, 0.47, 0.29, 0.38, 0.39, 0.58, 0.48, 0.45, 0.34, 0.37, 0.39, 0.36, 0.50, 0.41, 0.42, 0.40], "lumo_energy_ev": -0.12, "max_force_ha_per_bohr": 0.0682, "homo_energy_ha": -0.2897, "orbital_gap_ev": 7.766}

No. 2
{"formula": "C14H8F3IrNO6S", "method": "ωB97M-V/def2-TZVPD", "symbols": ["Ir", "C", "C", "C", "C", "C", "C", "C", "C", "C", "S", "C", "N", "H", "H", "H", "H", "H", "H", "H", "H", "O", "C", "O", "C", "O", "O", "F", "C", "F", "F", "C", "O", "O"], "xyz": [[0.8086, -1.2056, -0.1082], [-2.5086, -0.9195, -0.2634], [-1.8167, 0.4056, -0.3581], [-2.4788, 1.6090, -0.0546], [-1.8146, 2.7989, -0.1513], [-0.4690, 2.8202, -0.5733], [0.2816, 4.0072, -0.7075], [1.5808, 3.9428, -1.1299], [2.1820, 2.7113, -1.4346], [1.4916, 1.5238, -1.3107], [2.2535, -0.0087, -1.6840], [0.1364, 1.5754, -0.8640], [-0.5476, 0.4017, -0.7347], [-3.5846, -0.8106, -0.3997], [-2.3339, -1.3666, 0.7188], [-2.0994, -1.6043, -1.0032], [-3.5131, 1.5778, 0.2628], [-2.3103, 3.7333, 0.0850], [-0.1811, 4.9555, -0.4603], [2.1614, 4.8520, -1.2302], [3.2175, 2.6760, -1.7458], [0.0005, -0.5240, 4.2843], [0.1792, -0.6085, 3.1053], [-0.2273, -1.1910, 2.1117], [1.5915, 0.6279, 2.5497], [1.8241, 1.4301, 3.4045], [1.9230, 0.3021, 1.4203], [1.7338, -6.0398, -0.7428], [0.5506, -5.4211, -0.6073], [-0.1888, -5.7317, -1.6850], [-0.0613, -5.9603, 0.4673], [0.7111, -3.8906, -0.4293], [-0.1322, -3.1737, -1.0160], [1.6400, -3.4945, 0.2841]], "forces_ev_per_a": [[0.531, -0.210, -1.040], [-0.019, -0.005, 0.158], [0.348, -0.169, -0.215], [-0.150, 0.318, -0.018], [-0.048, -0.164, -0.001], [0.082, -0.266, -0.100], [0.084, 0.172, -0.008], [-0.112, 0.139, 0.015], [-0.148, -0.188, 0.052], [0.189, -0.006, -0.139], [-0.261, -0.474, 0.439], [-0.093, 0.355, -0.137], [-0.310, 0.437, 0.655], [0.003, 0.016, -0.035], [0.014, 0.044, -0.006], [-0.030, -0.035, -0.023], [0.003, -0.033, -0.017], [0.001, -0.003, 0.033], [-0.004, -0.010, -0.018], [-0.002, -0.003, 0.022], [-0.002, 0.004, -0.035], [0.105, 0.022, -0.262], [-0.434, -0.315, 0.370], [0.060, -0.090, 0.015], [0.532, 0.543, -0.273], [-0.197, -0.278, -0.076], [-0.174, 0.044, 0.401], [-0.064, 0.030, 0.005], [0.010, 0.017, -0.068], [0.079, -0.032, 0.130], [0.021, 0.049, -0.071], [0.079, -0.132, -0.064], [-0.084, 0.221, 0.180], [-0.006, 0.001, 0.133]], "mulliken_charge": [1.44, -1.58, 1.07, -0.75, -0.72, 1.12, -0.87, -0.57, -0.46, 0.36, -0.55, -0.18, -0.43, 0.48, 0.25, 0.31, 0.40, 0.39, 0.34, 0.36, 0.40, -0.53, 0.52, -0.62, 0.61, -0.52, -0.57, -0.25, 0.73, -0.26, -0.27, 0.78, -0.73, -0.71], "charge": -1, "spin_multiplicity": 5, "lumo_energy_ev": [2.35, 1.57], "max_force_ha_per_bohr": 0.0231, "homo_energy_ha": [-0.1540, -0.1838], "orbital_gap_ev": [6.545, 6.573]}

No. 3
{"formula": "C7H13ClO3Si", "method": "ωB97M-V/def2-TZVPD", "symbols": ["C", "C", "C", "C", "C", "C", "C", "O", "O", "O", "Si", "Cl", "H", "H", "H", "H", "H", "H", "H", "H", "H", "H", "H", "H", "H"], "xyz": [[-1.3943, 1.0977, -0.7974], [-1.1307, -1.3735, 1.3562], [-1.1910, 2.5212, -1.2459], [-2.0817, -2.1852, 0.5382], [1.1613, 1.0286, 2.5969], [1.1084, -1.2856, -1.3001], [2.3642, -0.4540, -1.4309], [-2.2983, 0.4830, -1.3193], [-0.8620, -1.6345, 2.5051], [0.3724, 1.1305, 1.3822], [-0.4330, 0.1447, 0.4552], [3.7174, -1.0593, -2.6450], [-0.3715, 2.9407, -0.7965], [-1.2677, 2.7418, -2.3080], [-1.9570, 3.1741, -0.9691], [-2.6503, -1.3382, 0.0205], [-2.6763, -2.9562, 1.1128], [-1.5185, -2.9328, -0.1259], [0.9019, 0.0820, 3.1741], [1.2080, 2.0459, 3.0283], [2.0923, 0.9206, 2.1745], [1.3220, -2.2429, -0.7603], [0.4252, -1.2181, -2.2176], [2.0663, 0.6289, -1.7798], [3.0928, -0.2592, -0.6481]], "forces_ev_per_a": [[-1.319, 1.284, -1.329], [-0.800, -0.777, 0.276], [-0.286, -0.784, -0.751], [-0.283, -1.123, -0.670], [-1.381, -0.405, -0.429], [-0.404, 1.403, 1.337], [-0.372, 2.592, -1.330], [-0.583, -0.912, -0.202], [0.526, 0.358, 0.237], [0.037, 1.071, 1.268], [2.487, -2.301, -1.544], [-1.025, 0.070, 0.131], [2.488, 1.025, 0.695], [0.673, -0.895, -0.388], [-1.884, 0.561, 1.299], [0.189, -1.976, -0.052], [0.230, 1.479, -0.092], [-0.555, 1.737, 0.138], [0.046, 1.789, -0.285], [-0.715, -0.910, 0.511], [2.645, -0.639, -0.352], [-0.737, 0.622, -0.935], [1.149, -0.591, 1.509], [0.740, -2.132, 0.175], [-0.867, -0.546, 0.781]], "mulliken_charge": [0.73, 0.63, -1.39, -0.99, -0.63, -0.74, -0.41, -0.53, -0.53, -0.22, 0.35, -0.28, 0.40, 0.37, 0.40, 0.29, 0.32, 0.24, 0.28, 0.25, 0.31, 0.34, 0.31, 0.23, 0.28], "lumo_energy_ev": -0.66, "max_force_ha_per_bohr": 0.0724, "homo_energy_ha": -0.3075, "orbital_gap_ev": 7.706}

Which formula does entry 3 have?
C7H13ClO3Si